No. 1
Computed, not measured: the molecule C2H4S2 at a distorted geometry, with wB97M-V/def2-TZVPD.

Results
SMILES: CSC=S
ΔE to the lowest compared entry with this formula, charge and spin in eV: 2.058
Charge: 0
Orbital gap in eV: 8.38
LUMO in eV: -0.4
HOMO energy in eV: -8.748
E_tot in eV: -23806.8197

XYZ file:
```
8
Properties=species:S:1:pos:R:3:forces:R:3
C -0.71451 0.93350 -0.56597 5.0120 5.3742 1.7725
S 0.92259 0.08018 -0.60802 -1.3288 -0.8123 0.9676
C 0.69573 -1.16283 0.67782 -2.0920 -0.8701 -1.4751
S 2.04269 -1.94696 1.05756 -0.0461 -0.3330 0.7497
H -1.49098 0.31469 -0.87160 -1.5560 -0.3921 -0.6753
H -0.35638 2.08139 -1.14694 -1.8728 -3.8164 1.1833
H -0.63966 1.32373 0.53617 -1.2900 -0.9246 -2.0243
H -0.45949 -1.62369 0.92099 3.1739 1.7744 -0.4983
```
Forces are in eV/Å.

=====

No. 2
Computed, not measured: a cluster of 2 separate species, C2H4S3 in total at a distorted geometry, with wB97M-V/def2-TZVPD.

Results
SMILES: S=C1CS1.S
ΔE to the lowest compared entry with this formula, charge and spin in eV: 1.637
Charge: 0
Orbital gap in eV: 8.35
LUMO in eV: -0.6
HOMO energy in eV: -8.937
E_tot in eV: -34642.5887

XYZ file:
```
9
Properties=species:S:1:pos:R:3:forces:R:3
S -0.65646 -1.72154 1.24388 -0.8408 1.4163 -0.4083
C -1.05472 -0.27253 0.57588 0.5343 -2.0984 -0.4099
C -0.94718 0.43561 -0.72873 -1.3858 -0.2229 0.3788
S -1.69765 1.25757 0.74565 -0.6123 0.4262 0.2775
H -0.00532 0.88235 -0.84620 1.1125 0.3032 -0.8395
H -1.58945 0.22929 -1.62061 0.6371 0.0458 1.0700
S 2.39183 -0.02817 0.69513 -1.0070 -1.2196 -0.9694
H 1.98254 0.38592 -0.52867 0.4506 0.1292 0.3503
H 1.57641 -1.16850 0.46366 1.1114 1.2201 0.5506
```
Forces are in eV/Å.

=====

No. 3
Computed, not measured: the molecule C2H4S3 at a distorted geometry, with wB97M-V/def2-TZVPD.

Results
2S+1: 3
ΔE to the lowest compared entry with this formula, charge and spin in eV: 0.000
Charge: 0
Orbital gap (alpha / beta) in eV: 7.46 / 6.93
LUMO (alpha / beta) in eV: 0.5 / -2.5
HOMO energy (alpha / beta) in eV: -6.915 / -9.395
E_tot in eV: -34641.3500
Expectation value of S²: 2.009

XYZ file:
```
9
Properties=species:S:1:pos:R:3:forces:R:3
C 0.34306 0.43467 0.07375 -6.5090 2.2677 0.4081
C -0.61317 -0.71667 0.19114 1.0091 -1.0310 -0.5050
S 1.94211 0.43687 0.19263 4.7170 1.2892 0.5822
S 2.29902 -1.44397 0.10584 1.1426 -1.7700 -0.2281
S -0.33208 2.18660 0.05344 -0.0794 -1.5992 -1.0523
H -0.19266 -1.64781 0.69661 -0.4095 1.4215 -0.6856
H -0.69167 -0.94944 -0.89159 -0.8553 -0.5828 0.5479
H -1.56953 -0.49983 0.65756 -0.0039 0.3950 -0.2418
H -1.18508 2.19958 -1.07937 0.9884 -0.3904 1.1747
```
Forces are in eV/Å.

=====

No. 4
Computed, not measured: the molecule C2H5B at a distorted geometry, with wB97M-V/def2-TZVPD.

Results
SMILES: BC=C
ΔE to the lowest compared entry with this formula, charge and spin in eV: 1.130
Charge: 0
Orbital gap in eV: 9.59
LUMO in eV: -0.7
HOMO energy in eV: -10.244
E_tot in eV: -2828.6460

XYZ file:
```
8
Properties=species:S:1:pos:R:3:forces:R:3
B -1.16437 0.08860 0.57492 -0.5285 -1.2964 -0.0783
C -0.11629 0.30301 -0.41726 7.0977 0.3024 -0.3804
C 1.31493 -0.03250 -0.21861 -5.7920 -0.2760 -0.6840
H -0.97222 -0.47745 1.54560 0.1303 -0.1482 1.5534
H -2.18791 0.11323 0.04618 -1.4152 0.3675 0.2261
H -0.43937 0.78995 -1.30352 0.3056 0.2137 -1.1302
H 2.11126 -0.22996 -0.92680 -0.1837 0.8595 -0.4050
H 1.45397 -0.55487 0.69948 0.3857 -0.0226 0.8983
```
Forces are in eV/Å.

=====

No. 5
Computed, not measured: a cluster of 2 separate species, C2H5B in total at a distorted geometry, with wB97M-V/def2-TZVPD.

Results
ΔE to the lowest compared entry with this formula, charge and spin in eV: 4.562
Charge: 0
Orbital gap (alpha / beta) in eV: 9.31 / 6.74
LUMO (alpha / beta) in eV: -0.1 / -0.6
HOMO energy (alpha / beta) in eV: -9.433 / -7.297
E_tot in eV: -2825.2144

XYZ file:
```
8
Properties=species:S:1:pos:R:3:forces:R:3
B -0.14070 0.67328 -0.92054 -2.3776 0.4517 -0.4632
C 0.49789 -1.12667 0.83141 -0.2797 0.5781 -1.6509
C 0.32729 0.09079 0.24535 1.0404 -1.3405 2.7777
H -0.01618 1.33901 -1.78647 0.4427 1.1206 -1.9413
H -2.54203 1.32652 -1.11895 0.9962 -0.3634 0.1917
H 1.02664 -1.33718 1.72092 0.2242 0.1614 0.9112
H 0.21794 -1.95473 0.21449 -0.1219 -0.6365 0.0355
H 0.62915 0.98899 0.81378 0.0757 0.0287 0.1393
```
Forces are in eV/Å.

=====

No. 6
Computed, not measured: a cluster of 2 separate species, C2H5BF2O2 in total at a distorted geometry, with wB97M-V/def2-TZVPD.

Results
ΔE to the lowest compared entry with this formula, charge and spin in eV: 0.881
Charge: 0
Orbital gap in eV: 9.90
LUMO in eV: -1.1
HOMO energy in eV: -11.028
E_tot in eV: -12361.9200

XYZ file:
```
12
Properties=species:S:1:pos:R:3:forces:R:3
B -0.56203 0.80749 0.15936 1.3322 2.5929 0.6212
C 0.44421 -1.57749 -0.60197 -0.8292 -0.1217 -1.1039
C 0.21067 -0.15461 -0.77956 3.6698 -0.4351 -0.6748
O -0.59440 2.15529 -0.15114 -0.3344 -2.5070 -3.7817
O -1.30132 0.24370 1.10396 -1.9512 -0.5376 2.7031
F 1.23686 0.65237 0.95258 -1.4179 -0.6316 -1.6001
F 1.04576 0.29998 -1.69483 -1.3137 0.3807 0.4732
H -0.42661 -2.07267 -0.30229 -1.4171 -0.7439 0.5815
H 0.93096 -2.13872 -1.38023 0.0318 0.3845 -0.8441
H 1.11136 -1.63679 0.18770 1.3515 0.0763 2.0288
H -0.52299 2.62591 0.60875 0.2933 2.5305 3.4064
H -1.57247 0.79556 1.89766 0.5849 -0.9880 -1.8097
```
Forces are in eV/Å.

=====

No. 7
Computed, not measured: a cluster of 2 separate species, C2H5Br in total at a distorted geometry, with wB97M-V/def2-TZVPD.

Results
SMILES: C=C.Br
ΔE to the lowest compared entry with this formula, charge and spin in eV: 0.844
Charge: 0
Orbital gap in eV: 10.76
LUMO in eV: 0.8
HOMO energy in eV: -9.995
E_tot in eV: -72196.2781

XYZ file:
```
8
Properties=species:S:1:pos:R:3:forces:R:3
C 1.45853 -0.08312 -0.45505 -1.2554 -0.4026 1.3384
C 0.48413 -0.07984 0.49781 1.4940 -1.5655 0.0339
H 1.17972 -0.41223 -1.45312 0.1842 0.1373 0.0411
H 2.53280 0.06702 -0.25656 -0.7950 0.4117 -0.0416
H 0.68222 0.02792 1.57953 0.2777 0.5045 -0.7205
H -0.46285 -0.62470 0.37347 0.2408 0.9158 -0.6195
Br -3.16788 -0.13386 -0.17471 0.0605 0.7232 0.0013
H -2.70667 1.23881 -0.11137 -0.2067 -0.7243 -0.0331
```
Forces are in eV/Å.

=====

No. 8
Computed, not measured: a cluster of 2 separate species, C2H5Br in total at a distorted geometry, with wB97M-V/def2-TZVPD.

Results
SMILES: C=C.Br
ΔE to the lowest compared entry with this formula, charge and spin in eV: 1.027
Charge: 0
Orbital gap in eV: 10.68
LUMO in eV: 0.6
HOMO energy in eV: -10.080
E_tot in eV: -72196.0946

XYZ file:
```
8
Properties=species:S:1:pos:R:3:forces:R:3
C 0.70024 -0.31495 0.13281 -0.6512 -0.0821 -2.1068
C 0.85018 -0.24670 1.43575 1.0742 -0.7216 3.0017
H 0.86897 -1.22254 -0.51790 0.5616 1.1190 1.0405
H 0.29354 0.55087 -0.45410 -0.0827 -0.9357 0.8395
H 0.37995 0.51638 2.10548 0.7250 -0.1615 -1.1277
H 1.50459 -0.96011 2.09540 -1.6293 0.7860 -1.6488
Br -2.97181 1.07684 -2.19800 1.3348 -0.4679 -0.3928
H -1.62566 0.60021 -2.59945 -1.3322 0.4638 0.3946
```
Forces are in eV/Å.

=====

No. 9
Computed, not measured: the molecule C2H5BrClN at a distorted geometry, with wB97M-V/def2-TZVPD.

Results
SMILES: CN[C@H](Cl)Br
ΔE to the lowest compared entry with this formula, charge and spin in eV: 1.290
Charge: 0
Orbital gap in eV: 10.30
LUMO in eV: 0.5
HOMO energy in eV: -9.788
E_tot in eV: -86209.1600

XYZ file:
```
10
Properties=species:S:1:pos:R:3:forces:R:3
C 0.33757 0.28874 0.37314 2.3051 0.8370 2.7513
N -0.51087 0.44363 -0.72442 0.3625 3.8259 3.3687
C -0.65945 -0.53513 -1.48735 -0.3074 -5.8502 -5.8885
Cl -1.27561 -0.05841 -3.09667 -0.2328 0.0687 -0.2247
Br -2.05612 -2.09098 -0.95007 0.7738 0.6486 0.2341
H 1.38821 0.00680 0.13668 -0.9662 -0.4232 -0.1530
H 0.49294 1.28656 0.80666 -0.1775 -0.1428 0.0534
H -0.11599 -0.31513 1.18515 0.4797 -0.1582 -0.4745
H -1.35893 0.77393 -0.36039 -1.6128 1.2393 -0.0739
H 0.27269 -1.08317 -1.70113 -0.6245 -0.0450 0.4070
```
Forces are in eV/Å.

=====

No. 10
Computed, not measured: a structure of composition C2H5BrInMgO at a distorted geometry, with wB97M-V/def2-TZVPD.

Results
Charge: +1
Orbital gap in eV: 2.80
LUMO in eV: -8.7
HOMO energy in eV: -11.493
E_tot in eV: -84853.4766

XYZ file:
```
11
Properties=species:S:1:pos:R:3:forces:R:3
O -0.16067 0.67284 2.83033 -0.0639 -0.2140 -0.1226
C -0.27692 -0.29866 2.11589 0.5337 0.6570 0.4825
C -0.73093 -0.21581 0.72159 -0.2361 0.2219 -0.5488
In 0.95528 -0.14125 -0.69056 0.8085 -1.4341 1.4769
Br 0.15839 1.80037 -2.46090 -0.5669 0.4771 -1.1096
H 0.02186 -1.27808 2.50699 -0.0591 -0.3958 0.0231
H -1.30330 0.69534 0.64145 -0.1516 0.4929 -0.1433
H -1.39054 -1.02756 0.46404 -0.0943 -0.5693 -0.1302
H 1.14509 -1.52521 -1.75869 -0.3048 0.3939 -0.2845
H 2.42832 0.47905 -0.00604 -0.2908 0.2404 -0.3842
Mg -0.84657 0.83897 -4.36410 0.4252 0.1300 0.7406
```
Forces are in eV/Å.

=====

M values (in g mol⁻¹) by entry order: 92.19 124.26 124.26 39.87 39.87 109.87 108.97 108.97 158.43 264.09.